(1)
Below is 3 unconnected molecules or ions with the total composition C23H49B2N6O4 at a distorted geometry, with properties calculated with ωB97M-V/def2-TZVPD.

## Properties
Energy above the lowest of the compared OMol25 structures with the same formula, charge and spin: 0.00 kcal per mole
Spin multiplicity: 3
Total charge: -1
E_tot: -43130.044 eV
E_HOMO (spin up / spin down): -0.1423 / -0.1423 hartree
⟨S²⟩: 2.008

Atoms and positions in Å:
C1 -0.559 -3.455 -4.931
C2 -0.419 -2.158 -5.742
N1 -1.523 -1.240 -5.519
B1 -1.455 -0.340 -4.260
C3 -2.959 -0.302 -3.530
C4 -3.372 -1.625 -3.034
N2 -4.272 -2.329 -3.602
O1 -0.341 -0.871 -3.293
C5 -0.417 -0.501 -2.095
N3 -0.505 -0.153 -0.996
B2 -1.125 1.304 -4.685
N4 -0.075 2.174 -4.061
O2 -1.892 1.954 -5.637
H1 -0.309 -4.321 -5.538
H2 -1.577 -3.516 -4.560
H3 0.085 -3.429 -4.053
H4 0.575 -1.718 -5.586
H5 -0.442 -2.448 -6.795
H6 -1.689 -0.688 -6.344
H7 -3.642 -0.028 -4.332
H8 -3.043 0.467 -2.759
H9 -2.825 -1.997 -2.162
H10 -4.360 -3.220 -3.112
H11 0.769 1.632 -3.908
H12 -0.349 2.462 -3.124
H13 -1.890 2.894 -5.417
C6 2.462 -1.104 0.956
C7 2.907 -2.471 0.373
C8 1.852 -3.545 0.642
C9 1.799 -4.006 2.096
C10 3.183 -4.456 2.563
C11 4.250 -3.382 2.354
N5 4.232 -2.891 0.939
O3 4.809 -3.752 0.168
C12 4.014 -2.241 3.361
C13 5.630 -3.937 2.678
C14 3.015 -2.270 -1.132
H14 2.341 -0.364 0.167
H15 1.506 -1.169 1.476
H16 3.193 -0.674 1.636
H17 2.062 -4.415 0.012
H18 0.880 -3.163 0.329
H19 1.416 -3.207 2.736
H20 1.093 -4.834 2.191
H21 3.156 -4.726 3.622
H22 3.465 -5.361 2.017
H23 4.689 -1.406 3.167
H24 4.216 -2.605 4.369
H25 2.995 -1.865 3.365
H26 5.863 -4.826 2.096
H27 5.668 -4.211 3.732
H28 6.405 -3.192 2.489
H29 3.786 -1.537 -1.375
H30 2.060 -1.897 -1.499
H31 3.240 -3.195 -1.661
C15 -2.222 1.836 1.244
C16 -1.191 2.723 1.994
C17 -1.383 2.623 3.509
C18 -2.619 3.354 4.027
C19 -2.608 4.810 3.564
C20 -2.469 4.943 2.049
N6 -1.294 4.154 1.559
O4 -0.200 4.792 1.818
C21 -3.781 4.491 1.382
C22 -2.293 6.404 1.661
C23 0.179 2.164 1.635
H32 -1.717 1.065 0.667
H33 -2.914 1.339 1.927
H34 -2.807 2.392 0.518
H35 -0.502 3.041 4.009
H36 -1.424 1.568 3.786
H37 -3.529 2.849 3.691
H38 -2.638 3.317 5.119
H39 -3.524 5.315 3.882
H40 -1.779 5.331 4.054
H41 -3.678 4.467 0.297
H42 -4.571 5.204 1.626
H43 -4.129 3.517 1.715
H44 -1.447 6.867 2.166
H45 -3.189 6.960 1.939
H46 -2.146 6.508 0.585
H47 0.370 2.248 0.566
H48 0.200 1.106 1.893
H49 0.985 2.660 2.176

=====

(2)
Below is a molecular structure, C23H49IrN4P3S at a distorted geometry, with properties calculated with ωB97M-V/def2-TZVPD.

## Properties
Energy above the lowest of the compared OMol25 structures with the same formula, charge and spin: 16.29 kcal per mole
Spin multiplicity: 5
Total charge: +3
E_tot: -72116.568 eV
E_HOMO (spin up / spin down): -0.5545 / -0.6200 hartree
⟨S²⟩: 6.015

Atoms and positions in Å:
Ir1 0.064 0.448 0.272
P1 -0.653 2.287 1.385
P2 -2.264 -0.256 -0.094
P3 2.235 1.208 -0.048
H1 1.948 -1.099 -5.324
C1 2.611 -1.142 -4.474
C2 2.473 -2.023 -3.444
H2 1.889 -2.959 -3.483
C3 -1.036 3.705 0.320
C4 -2.145 2.067 2.439
C5 0.477 3.016 2.634
C6 -2.554 -1.817 -1.025
C7 -3.678 -0.496 1.125
C8 -2.968 1.037 -1.161
C9 3.455 0.267 -1.053
C10 3.299 1.500 1.433
C11 2.201 2.829 -0.881
H3 3.556 -0.615 -4.554
H4 3.087 -1.891 -2.536
H5 -1.389 4.512 0.977
H6 -1.824 3.411 -0.385
H7 -0.135 4.021 -0.221
H8 -2.283 2.975 3.043
H9 -2.043 1.215 3.126
H10 -3.037 1.917 1.823
H11 -0.116 3.762 3.179
H12 1.323 3.524 2.166
H13 0.854 2.288 3.359
H14 -3.298 -2.417 -0.480
H15 -1.664 -2.443 -1.171
H16 -2.963 -1.588 -2.015
H17 -4.584 -0.023 0.716
H18 -3.518 -0.090 2.127
H19 -3.901 -1.562 1.253
H20 -3.744 0.552 -1.770
H21 -2.166 1.431 -1.798
H22 -3.408 1.837 -0.548
H23 4.457 0.717 -1.005
H24 3.137 0.265 -2.097
H25 3.573 -0.769 -0.713
H26 4.101 2.185 1.117
H27 3.747 0.542 1.733
H28 2.782 1.962 2.286
H29 3.198 3.072 -1.278
H30 1.909 3.594 -0.151
H31 1.474 2.794 -1.704
C12 -0.417 -0.540 -3.763
C13 -0.309 0.787 -4.201
C14 -1.287 1.261 -5.093
C15 -2.221 0.399 -5.676
C16 -2.230 -0.950 -5.310
C17 -1.402 -1.395 -4.270
S1 0.519 -1.149 -2.421
H32 -0.429 -1.038 -1.472
H33 0.504 1.392 -3.782
H34 -1.302 2.325 -5.338
H35 -2.964 0.754 -6.395
H36 -2.883 -1.661 -5.794
H37 -1.456 -2.385 -3.831
C18 0.610 -0.208 2.982
N1 0.390 -1.011 1.735
C19 -0.797 -1.905 1.942
N2 -0.610 -2.755 3.111
C20 -0.381 -1.888 4.300
N3 0.827 -1.054 4.146
C21 2.016 -1.886 3.894
N4 1.841 -2.752 2.690
C22 1.608 -1.878 1.515
C23 0.600 -3.575 2.888
H38 -0.280 0.404 3.170
H39 1.488 0.429 2.809
H40 -0.938 -2.545 1.062
H41 -1.677 -1.278 2.127
H42 -0.257 -2.540 5.166
H43 -1.247 -1.224 4.438
H44 2.889 -1.236 3.744
H45 2.183 -2.528 4.764
H46 1.449 -2.495 0.620
H47 2.490 -1.231 1.371
H48 0.734 -4.202 3.780
H49 0.457 -4.196 1.994

=====

(3)
Below is a molecular structure, C23H49N2O2P3Sm at a distorted geometry, with properties calculated with ωB97M-V/def2-TZVPD.

## Properties
Energy above the lowest of the compared OMol25 structures with the same formula, charge and spin: 87.89 kcal per mole
Spin multiplicity: 6
Total charge: +3
E_tot: -77463.606 eV
E_HOMO (spin up / spin down): -0.5274 / -0.5262 hartree
⟨S²⟩: 8.772

Atoms and positions in Å:
Sm1 -1.311 0.505 0.032
P1 -2.540 -2.070 0.152
P2 0.890 -0.908 1.697
P3 3.002 -2.772 -2.995
H1 -2.167 2.945 -1.078
C1 -2.081 1.953 -1.533
C2 -3.055 0.947 -1.311
H2 -3.891 1.087 -0.609
C3 -4.211 -1.949 0.899
C4 -1.804 -3.417 1.139
C5 -2.873 -2.912 -1.429
C6 2.472 -0.010 1.532
C7 0.485 -0.538 3.453
C8 1.543 -2.622 1.905
C9 2.505 -3.366 -4.630
C10 2.010 -3.559 -1.694
C11 4.776 -2.952 -2.655
H3 -1.478 1.960 -2.450
H4 -3.255 0.185 -2.070
H5 -4.810 -1.197 0.365
H6 -4.131 -1.648 1.953
H7 -4.700 -2.932 0.827
H8 -1.514 -3.047 2.132
H9 -0.908 -3.807 0.639
H10 -2.542 -4.226 1.254
H11 -3.245 -2.190 -2.168
H12 -3.625 -3.698 -1.271
H13 -1.947 -3.357 -1.818
H14 3.269 -0.561 2.047
H15 2.395 0.994 1.961
H16 2.725 0.077 0.470
H17 1.176 -1.062 4.126
H18 -0.539 -0.865 3.674
H19 0.552 0.539 3.646
H20 2.553 -2.578 2.344
H21 1.604 -3.129 0.932
H22 0.892 -3.210 2.568
H23 2.871 -4.377 -4.823
H24 2.900 -2.677 -5.389
H25 1.413 -3.348 -4.720
H26 1.367 -4.359 -2.079
H27 1.362 -2.781 -1.265
H28 2.638 -3.959 -0.889
H29 5.308 -3.469 -3.461
H30 4.962 -3.472 -1.709
H31 5.182 -1.931 -2.569
C12 1.414 0.681 -3.226
C13 2.199 1.830 -3.135
C14 2.342 2.570 -4.304
C15 1.549 2.269 -5.421
C16 0.521 1.323 -5.336
C17 0.398 0.536 -4.192
O1 1.817 -0.395 -2.462
H32 2.460 -1.004 -2.909
H33 2.726 2.026 -2.197
H34 3.066 3.385 -4.334
H35 1.717 2.794 -6.362
H36 -0.200 1.217 -6.145
H37 -0.420 -0.170 -4.002
C18 -3.291 1.999 2.321
N1 -2.175 2.595 3.054
C19 -2.420 3.225 4.343
C20 -1.098 3.353 5.068
C21 -0.107 4.110 4.226
N2 0.006 3.432 2.946
C22 1.124 3.747 2.075
C23 -1.005 2.737 2.427
O2 -0.820 2.165 1.281
H38 -3.434 2.486 1.342
H39 -4.205 2.125 2.912
H40 -3.135 0.909 2.179
H41 -2.886 4.217 4.208
H42 -3.134 2.605 4.897
H43 -0.706 2.350 5.287
H44 -1.246 3.865 6.023
H45 0.888 4.131 4.678
H46 -0.429 5.153 4.073
H47 1.650 2.834 1.755
H48 0.784 4.279 1.172
H49 1.826 4.385 2.627

=====

- Among the records above, which one has the highest E_tot?
  C23H49B2N6O4

=====

- Which of these has the highest ⟨S²⟩?
  C23H49N2O2P3Sm

=====

- E_tot of number 3 (C23H49N2O2P3Sm)?
  -77463.606 eV